(1)
C3H6N2O | ωB97M-V with the def2-TZVPD basis set

Summary:
HOMO ... -8.382 eV
LUMO ... 0.963 eV
ΔE to the lowest compared entry with this formula, charge and spin ... 501.0 kJ/mol
E_tot ... -302.50226 a.u.

```
12
C3H6N2O ωB97M-V with the def2-TZVPD basis set
C -0.701 -0.290 1.174
C 1.538 1.935 -0.607
C -1.759 -1.317 0.996
N 1.837 0.300 -2.277
N 1.680 1.293 -1.603
O -0.553 0.799 0.661
H 0.102 -0.650 1.904
H 1.214 2.874 -0.392
H -2.419 -1.466 1.892
H -1.157 -2.212 0.705
H -2.531 -1.220 0.159
H 2.749 -0.046 -2.611
```

(2)
C3H8N4 | ωB97M-V with the def2-TZVPD basis set

Summary:
HOMO ... -9.156 eV
LUMO ... 0.970 eV
ΔE to the lowest compared entry with this formula, charge and spin ... 249.6 kJ/mol
E_tot ... -338.05874 a.u.

```
15
C3H8N4 ωB97M-V with the def2-TZVPD basis set
C -1.148 -1.062 -0.300
C 0.168 -0.795 0.562
C 1.375 -0.006 -0.030
H -2.849 1.326 0.272
H -1.594 0.698 1.161
H -1.219 -2.062 -0.743
H 0.120 -0.685 1.667
H 0.621 -1.836 0.472
H 0.172 1.594 -0.104
H 1.798 1.989 -0.545
H 3.247 0.068 -0.286
N -1.951 0.841 0.260
N -2.059 -0.230 -0.493
N 1.156 1.426 -0.139
N 2.473 -0.596 -0.096
```

(3)
C7H13N2O3 | ωB97M-V with the def2-TZVPD basis set

Summary:
HOMO ... -4.140 eV
LUMO ... 3.691 eV
ΔE to the lowest compared entry with this formula, charge and spin ... 452.3 kJ/mol
Charge ... -1
E_tot ... -609.70642 a.u.

```
25
C7H13N2O3 ωB97M-V with the def2-TZVPD basis set
C -0.295 1.641 -1.218
C 0.125 -2.767 0.908
C 0.396 -1.539 1.798
C -0.512 -2.031 -0.389
C -0.771 -0.690 1.465
C -0.328 3.296 -1.044
C 1.981 1.143 -0.523
N -1.337 -1.098 0.305
N 0.657 0.857 -0.924
O -2.451 -0.530 -0.256
O -1.459 1.312 -1.628
O -1.300 0.083 2.314
H 1.017 -3.362 0.729
H -0.622 -3.478 1.454
H 0.288 -1.931 2.768
H 1.251 -1.040 1.594
H 0.162 -1.545 -1.102
H -1.063 -2.895 -0.812
H -1.379 3.524 -0.878
H 0.321 3.630 -0.265
H -0.012 3.759 -1.884
H 2.459 2.076 -0.896
H 2.084 1.121 0.486
H 2.758 0.384 -0.973
H -1.971 0.077 -1.030
```

(4)
C30H47BO17P | ωB97M-V with the def2-TZVPD basis set

Summary:
HOMO ... -11.193 eV
LUMO ... -4.166 eV
ΔE to the lowest compared entry with this formula, charge and spin ... 435.4 kJ/mol
Charge ... +1
E_tot ... -2816.28741 a.u.

```
96
C30H47BO17P ωB97M-V with the def2-TZVPD basis set
C 1.215 -5.948 1.788
C 1.197 -4.602 2.675
C 1.274 -4.918 4.244
C -0.032 -3.599 2.276
C 0.609 -2.469 1.326
P -0.624 -1.518 0.262
C -0.140 0.339 0.425
O -0.582 1.068 -0.738
C 0.487 1.810 -1.344
C 0.945 3.213 -0.845
C 2.088 3.985 -1.572
C 2.754 3.314 -2.801
C 2.363 1.903 -3.308
C 1.212 1.152 -2.561
C -2.432 -1.701 0.776
C -3.210 -2.903 0.005
O -3.901 -2.695 -1.031
O -3.202 -4.265 0.481
B -0.519 -2.007 -1.614
O 0.649 -2.790 -2.003
O -1.525 -1.588 -2.539
H 2.301 -6.115 1.440
H 0.528 -5.906 0.867
H 0.972 -6.838 2.478
H 2.175 -4.036 2.414
H 1.321 -3.971 4.898
H 2.288 -5.453 4.419
H 0.474 -5.660 4.593
H -0.899 -4.181 1.812
H -0.386 -3.085 3.252
H 1.381 -2.963 0.642
H 1.152 -1.724 2.012
H 1.011 0.378 0.549
H -0.700 0.736 1.343
H 0.442 3.695 0.064
H 2.447 5.025 -1.262
H 3.577 3.867 -3.364
H 2.868 1.408 -4.200
H 0.947 0.105 -2.969
H -2.970 -0.739 0.414
H -2.611 -1.743 1.908
H -2.405 -4.660 0.056
H 1.410 -2.201 -1.752
H -1.128 -1.095 -3.292
C -5.732 -4.860 2.037
C -6.763 -5.771 1.406
C -8.155 -5.208 1.421
O -8.960 -6.379 1.445
C -8.213 -7.358 2.030
O -8.641 -8.416 2.384
O -6.911 -6.968 2.162
H -5.933 -4.717 3.103
H -4.740 -5.310 1.966
H -5.709 -3.885 1.546
H -6.454 -6.046 0.392
H -8.370 -4.611 0.533
H -8.377 -4.613 2.313
C 4.468 4.858 4.253
C 4.816 5.136 2.806
C 3.672 5.690 2.008
O 3.970 5.241 0.690
C 4.711 4.101 0.823
O 4.975 3.350 -0.078
O 5.111 3.925 2.114
H 3.706 4.078 4.331
H 5.347 4.489 4.787
H 4.108 5.759 4.755
H 5.696 5.784 2.747
H 3.633 6.780 2.043
H 2.697 5.289 2.302
C -5.068 0.000 -1.852
C -5.449 1.334 -1.244
C -6.779 1.852 -1.712
O -6.616 3.260 -1.601
C -5.282 3.513 -1.730
O -4.810 4.602 -1.876
O -4.557 2.358 -1.672
H -4.937 0.084 -2.934
H -4.111 -0.337 -1.449
H -5.821 -0.762 -1.642
H -5.404 1.277 -0.151
H -7.602 1.509 -1.082
H -7.002 1.606 -2.755
C 8.544 3.306 -3.780
C 7.787 4.616 -3.824
C 7.425 5.148 -2.468
O 6.243 5.894 -2.736
C 5.667 5.333 -3.835
O 4.561 5.587 -4.225
O 6.509 4.444 -4.432
H 7.928 2.510 -3.354
H 8.806 2.989 -4.793
H 9.462 3.398 -3.196
H 8.344 5.355 -4.408
H 8.203 5.794 -2.055
H 7.187 4.367 -1.739
```